{
  "formula": "C30H50BrIrN4O10P2S3",
  "method": "wB97M-V/def2-TZVPD",
  "elements": ["Ir", "O", "C", "C", "C", "C", "C", "C", "C", "O", "N", "O", "O", "H", "H", "H", "H", "C", "C", "C", "C", "C", "Br", "N", "C", "H", "H", "H", "H", "H", "H", "C", "N", "C", "S", "N", "C", "H", "H", "H", "H", "H", "H", "H", "H", "C", "C", "C", "O", "P", "S", "S", "O", "C", "C", "C", "H", "H", "H", "H", "H", "H", "H", "H", "H", "H", "H", "H", "H", "H", "C", "C", "C", "C", "O", "P", "O", "O", "O", "C", "C", "C", "C", "H", "H", "H", "H", "H", "H", "H", "H", "H", "H", "H", "H", "H", "H", "H", "H", "H", "H"],
  "coordinates": [[0.162, -0.176, 0.527], [2.416, -0.475, 0.452], [3.183, 0.437, 0.110], [2.983, 1.836, 0.309], [3.943, 2.713, -0.213], [3.783, 4.058, -0.078], [2.669, 4.587, 0.594], [1.718, 3.747, 1.110], [1.838, 2.339, 0.992], [0.928, 1.578, 1.527], [4.780, 4.968, -0.668], [5.713, 4.473, -1.278], [4.611, 6.164, -0.511], [4.120, 0.151, -0.390], [4.812, 2.331, -0.738], [2.581, 5.660, 0.690], [0.847, 4.132, 1.629], [2.067, -5.581, -0.020], [0.895, -4.644, -0.144], [-0.363, -5.070, -0.553], [-1.428, -4.183, -0.619], [-1.184, -2.876, -0.266], [-2.573, -1.593, -0.194], [0.010, -2.436, 0.094], [1.034, -3.296, 0.155], [1.739, -6.596, 0.199], [2.738, -5.255, 0.775], [2.643, -5.608, -0.948], [-0.521, -6.109, -0.818], [-2.418, -4.500, -0.917], [1.992, -2.877, 0.451], [-4.509, 1.291, 1.774], [-3.176, 1.490, 1.191], [-2.840, 1.658, -0.066], [-1.131, 1.950, -0.403], [-3.637, 1.668, -1.123], [-5.072, 1.371, -1.219], [-4.350, 0.965, 2.799], [-5.064, 0.518, 1.250], [-5.081, 2.219, 1.788], [-2.409, 1.479, 1.880], [-3.107, 1.627, -1.988], [-5.262, 0.298, -1.193], [-5.423, 1.763, -2.170], [-5.633, 1.857, -0.431], [-0.471, -3.177, 5.496], [-1.227, -2.084, 6.228], [-0.553, -1.679, 7.525], [-1.487, -0.906, 5.382], [-0.564, -0.052, 4.428], [-1.450, 1.653, 4.062], [-0.344, -1.205, 2.715], [0.760, 0.007, 5.278], [2.086, 0.631, 5.133], [2.864, -0.022, 4.010], [1.985, 2.136, 5.015], [-0.355, -4.037, 6.160], [0.528, -2.830, 5.212], [-0.999, -3.496, 4.596], [-2.234, -2.420, 6.445], [0.491, -1.417, 7.359], [-0.595, -2.517, 8.224], [-1.063, -0.825, 7.974], [2.551, 0.384, 6.083], [2.446, 0.258, 3.044], [2.834, -1.110, 4.105], [3.908, 0.301, 4.051], [1.474, 2.415, 4.097], [2.993, 2.561, 5.006], [1.435, 2.553, 5.860], [2.239, 1.179, -5.299], [1.177, 1.656, -4.330], [1.832, 2.161, -3.048], [0.295, 2.731, -4.948], [0.332, 0.459, -4.102], [-0.534, 0.083, -2.840], [-1.526, 1.198, -2.520], [0.342, -0.329, -1.673], [-1.263, -1.217, -3.339], [-2.070, -1.435, -4.550], [-1.150, -2.061, -5.586], [-3.155, -2.407, -4.131], [-2.692, -0.147, -5.082], [2.938, 1.990, -5.517], [1.779, 0.849, -6.234], [2.790, 0.340, -4.867], [2.474, 3.010, -3.283], [2.433, 1.373, -2.592], [1.082, 2.492, -2.324], [0.839, 3.675, -5.014], [-0.592, 2.882, -4.331], [-0.021, 2.440, -5.953], [-0.652, -2.937, -5.164], [-0.387, -1.343, -5.897], [-1.726, -2.370, -6.461], [-2.708, -3.324, -3.733], [-3.774, -2.667, -4.993], [-3.791, -1.962, -3.362], [-1.923, 0.589, -5.330], [-3.372, 0.291, -4.348], [-3.256, -0.373, -5.989]],
  "atomic_forces_ev_per_a": [[0.15, -0.07, 0.90], [0.01, -0.04, -0.33], [0.02, -0.07, 0.15], [-0.21, -0.08, -0.04], [0.25, -0.13, -0.16], [-0.01, 0.22, -0.04], [0.02, 0.05, -0.03], [-0.10, 0.06, 0.11], [-0.03, -0.15, 0.20], [0.25, 0.21, -0.18], [0.21, 0.18, -0.03], [-0.37, 0.05, 0.21], [-0.04, -0.39, -0.01], [0.02, -0.05, 0.07], [-0.06, 0.01, 0.03], [-0.02, -0.02, -0.01], [0.10, -0.02, -0.02], [-0.04, 0.08, -0.10], [0.11, 0.01, 0.07], [-0.08, -0.07, -0.06], [-0.07, -0.15, -0.06], [0.31, 0.06, 0.16], [-0.13, -0.17, -0.12], [0.09, -0.27, -0.10], [-0.11, 0.11, -0.07], [0.00, 0.03, 0.00], [-0.02, -0.02, -0.01], [-0.05, 0.00, 0.03], [0.00, 0.04, 0.05], [0.04, 0.01, 0.01], [-0.14, 0.01, 0.01], [0.16, 0.01, 0.00], [0.06, -0.06, 0.29], [-0.33, 0.02, -0.35], [-0.09, 0.06, 0.60], [-0.42, -0.10, 0.46], [0.21, 0.09, 0.04], [0.04, 0.03, 0.03], [0.03, -0.02, 0.01], [0.04, -0.01, -0.02], [-0.11, 0.08, -0.03], [0.05, 0.02, -0.14], [0.03, -0.02, 0.01], [0.04, 0.00, -0.03], [-0.03, 0.06, 0.01], [0.03, 0.14, -0.12], [0.22, 0.16, -0.11], [-0.04, 0.14, -0.05], [0.03, -0.36, 0.04], [-0.59, 0.77, 0.24], [0.16, -0.20, -0.07], [0.29, 0.19, -0.64], [0.46, -0.10, -0.17], [-0.17, -0.02, -0.11], [-0.09, -0.06, 0.00], [-0.05, -0.01, 0.04], [-0.03, 0.06, -0.03], [-0.08, -0.06, 0.03], [0.04, 0.02, 0.06], [-0.17, -0.06, -0.01], [0.01, 0.01, 0.01], [-0.01, 0.03, -0.04], [0.02, -0.06, -0.02], [0.00, -0.10, 0.14], [-0.01, -0.01, -0.05], [0.03, 0.06, -0.02], [-0.09, 0.00, 0.02], [-0.03, 0.05, -0.11], [-0.10, -0.06, 0.02], [0.04, -0.01, -0.07], [0.05, -0.16, -0.09], [-0.08, 0.12, -0.03], [-0.27, -0.33, 0.12], [-0.14, -0.10, 0.05], [0.34, 0.33, 0.12], [0.33, -0.31, -0.53], [0.29, -0.02, -0.29], [-0.20, 0.19, -0.11], [-0.23, 0.03, 0.13], [0.00, 0.08, -0.23], [0.17, 0.05, 0.02], [0.00, -0.16, 0.16], [0.17, 0.08, 0.19], [-0.07, -0.07, -0.01], [0.06, 0.02, 0.06], [0.00, 0.10, -0.05], [-0.01, -0.04, -0.02], [-0.01, 0.05, -0.02], [0.03, 0.04, 0.01], [-0.01, -0.07, -0.04], [0.05, 0.07, -0.01], [0.00, 0.01, 0.07], [-0.06, 0.06, -0.05], [-0.06, -0.09, 0.01], [0.04, 0.03, 0.05], [-0.07, 0.10, -0.05], [0.05, 0.02, 0.08], [0.02, -0.04, -0.04], [-0.09, -0.06, -0.01], [0.02, -0.03, -0.06], [0.02, -0.01, 0.06]],
  "total_charge": 1,
  "homo_lumo_gap_ev": [7.33, 5.76],
  "spin_multiplicity": 6,
  "e_tot_ev": -182317.4322,
  "s_squared": 8.7693,
  "lumo_ev": [-2.8, -4.9]
}


{
  "formula": "C30H50F3N11O27",
  "method": "wB97M-V/def2-TZVPD",
  "elements": ["C", "C", "C", "C", "C", "C", "C", "C", "C", "O", "C", "O", "C", "C", "O", "C", "C", "C", "C", "F", "F", "F", "C", "O", "N", "C", "C", "O", "O", "C", "O", "H", "H", "H", "H", "H", "H", "H", "H", "H", "H", "H", "H", "H", "H", "H", "H", "H", "H", "H", "H", "C", "N", "O", "O", "H", "H", "H", "C", "N", "O", "O", "H", "H", "H", "C", "N", "O", "O", "H", "H", "H", "C", "N", "O", "O", "H", "H", "H", "C", "N", "O", "O", "H", "H", "H", "C", "N", "O", "O", "H", "H", "H", "C", "N", "O", "O", "H", "H", "H", "C", "N", "O", "O", "H", "H", "H", "C", "N", "O", "O", "H", "H", "H", "C", "N", "O", "O", "H", "H", "H"],
  "coordinates": [[-4.340, 2.769, 5.351], [-4.285, 2.241, 4.277], [-4.007, 1.745, 2.955], [-4.915, 2.061, 1.970], [-4.733, 1.672, 0.644], [-3.609, 0.971, 0.264], [-3.383, 0.587, -1.180], [-3.721, -0.885, -1.493], [-5.122, -0.996, -2.090], [-3.595, -1.697, -0.341], [-2.678, 0.638, 1.263], [-1.571, -0.028, 0.801], [-0.459, 0.815, 0.415], [0.847, 0.219, 0.896], [1.913, 1.000, 0.399], [2.944, 1.215, 1.343], [3.619, -0.067, 1.829], [-2.871, 0.976, 2.616], [-1.865, 0.530, 3.665], [-0.884, 1.456, 3.775], [-2.374, 0.346, 4.885], [-1.286, -0.642, 3.355], [-5.935, 2.163, -0.136], [-6.056, 2.379, -1.300], [-6.966, 2.418, 0.862], [-7.780, 1.181, 0.984], [-8.035, 0.742, 2.422], [-8.959, 1.109, 3.075], [-7.081, -0.099, 2.966], [-6.227, 2.798, 2.053], [-6.590, 3.606, 2.845], [-4.401, 3.305, 6.268], [-2.368, 0.852, -1.459], [-4.049, 1.197, -1.783], [-3.012, -1.216, -2.261], [-5.391, -2.046, -2.219], [-5.195, -0.469, -3.040], [-5.852, -0.555, -1.404], [-3.531, -2.611, -0.645], [-0.442, 0.919, -0.674], [-0.599, 1.816, 0.830], [0.937, -0.825, 0.573], [0.855, 0.213, 1.984], [2.577, 1.784, 2.206], [3.695, 1.843, 0.864], [4.596, 0.148, 2.256], [3.023, -0.514, 2.631], [3.681, -0.818, 1.041], [-8.758, 1.363, 0.540], [-7.326, 0.346, 0.441], [-7.055, -0.929, 2.472], [-0.924, 2.247, -5.499], [-1.172, 1.427, -4.283], [-2.324, 1.248, -3.946], [-0.204, 0.988, -3.697], [-1.883, 2.556, -5.896], [-0.326, 3.104, -5.202], [-0.383, 1.630, -6.211], [-3.344, -2.874, 4.579], [-3.545, -4.346, 4.511], [-2.622, -5.022, 4.097], [-4.621, -4.779, 4.862], [-2.346, -2.652, 4.224], [-4.097, -2.412, 3.948], [-3.470, -2.559, 5.611], [2.802, -0.023, -6.362], [2.205, 0.356, -7.671], [2.868, 0.196, -8.672], [1.077, 0.813, -7.647], [3.795, -0.415, -6.539], [2.835, 0.873, -5.749], [2.161, -0.773, -5.910], [2.856, -1.848, -1.834], [3.376, -1.516, -3.188], [3.995, -0.482, -3.323], [3.150, -2.313, -4.078], [3.143, -1.055, -1.154], [1.776, -1.934, -1.910], [3.299, -2.797, -1.543], [6.884, -3.877, -1.094], [5.918, -3.325, -0.104], [6.251, -2.351, 0.532], [4.848, -3.897, -0.002], [7.779, -3.268, -1.072], [7.092, -4.903, -0.805], [6.405, -3.843, -2.068], [4.977, 5.190, 3.069], [5.277, 3.866, 2.459], [4.878, 2.873, 3.024], [5.902, 3.867, 1.417], [4.417, 5.025, 3.982], [5.927, 5.677, 3.268], [4.400, 5.756, 2.345], [7.217, 3.056, -1.611], [7.479, 1.707, -2.183], [7.079, 0.743, -1.573], [8.086, 1.666, -3.237], [6.674, 2.937, -0.681], [8.179, 3.532, -1.449], [6.634, 3.609, -2.342], [10.456, 0.580, -5.429], [10.652, 0.641, -6.903], [11.307, 1.558, -7.352], [10.138, -0.240, -7.560], [10.967, 1.423, -4.980], [9.388, 0.623, -5.236], [10.870, -0.363, -5.086], [-7.020, -0.508, 7.029], [-5.639, 0.046, 7.087], [-4.814, -0.412, 6.326], [-5.438, 0.930, 7.891], [-7.046, -1.282, 6.271], [-7.250, -0.907, 8.013], [-7.686, 0.312, 6.778], [-2.961, -5.649, 0.905], [-2.936, -5.503, -0.575], [-3.536, -4.559, -1.061], [-2.325, -6.331, -1.204], [-3.542, -4.833, 1.319], [-3.411, -6.610, 1.135], [-1.934, -5.615, 1.253]],
  "atomic_forces_ev_per_a": [[-0.14, 0.12, -0.15], [0.76, -0.01, 0.06], [-0.13, 0.05, 0.85], [-0.36, 0.16, -0.69], [-0.03, 0.11, 0.37], [-0.29, 0.09, -0.53], [-0.17, 0.09, 0.53], [0.07, 0.13, -0.63], [-0.08, -0.04, 0.43], [-0.02, 0.02, 0.09], [0.28, -0.02, -0.43], [0.39, 0.20, 0.59], [-0.27, 0.24, -0.16], [-0.10, -0.14, 0.24], [-0.21, 0.00, -0.18], [0.72, -0.05, 0.20], [-0.71, -0.04, 0.41], [-0.26, -0.25, -0.45], [0.07, 0.14, -0.02], [0.04, -0.15, -0.02], [-0.25, 0.22, -0.13], [0.14, 0.06, -0.20], [0.48, -0.04, 0.73], [-0.17, -0.27, -0.20], [0.20, 0.03, -0.33], [-0.85, 0.05, -0.10], [-0.01, -0.11, 0.23], [0.15, 0.12, -0.06], [-0.34, 0.03, 0.06], [0.66, -0.49, -0.06], [-0.29, -0.15, 0.24], [-0.08, -0.16, 0.09], [0.01, -0.24, -0.04], [0.12, 0.12, -0.10], [0.05, -0.03, 0.08], [0.02, 0.01, -0.14], [0.04, -0.03, -0.05], [0.00, 0.00, -0.02], [-0.07, -0.04, 0.15], [0.01, -0.10, 0.00], [0.11, -0.01, 0.09], [-0.06, 0.01, -0.07], [-0.03, 0.00, 0.23], [-0.18, -0.04, -0.04], [-0.17, 0.01, -0.26], [0.10, -0.02, -0.19], [0.06, -0.07, -0.05], [0.31, 0.13, -0.08], [0.03, 0.04, 0.00], [0.18, 0.07, 0.02], [0.30, 0.13, -0.18], [-0.15, 0.06, -0.11], [-0.14, 0.10, -0.10], [0.02, -0.05, -0.07], [0.14, -0.05, 0.06], [-0.03, 0.00, 0.06], [0.07, -0.07, 0.03], [0.11, -0.01, 0.07], [0.19, 0.11, -0.01], [0.05, 0.08, -0.01], [-0.06, -0.07, -0.04], [-0.01, -0.01, -0.02], [0.01, -0.04, -0.02], [-0.07, 0.01, 0.08], [-0.14, -0.02, -0.02], [0.17, -0.05, 0.02], [0.20, -0.04, -0.03], [-0.13, 0.03, 0.09], [-0.09, 0.02, -0.09], [0.01, -0.01, -0.03], [-0.08, -0.03, 0.03], [-0.04, 0.05, 0.01], [0.08, 0.08, 0.14], [0.00, 0.05, 0.09], [-0.04, -0.02, -0.09], [-0.01, 0.02, -0.01], [-0.02, 0.08, -0.06], [0.00, -0.05, -0.06], [-0.08, -0.05, -0.02], [0.13, 0.06, -0.01], [0.06, 0.02, 0.01], [-0.03, -0.01, 0.02], [-0.01, 0.02, -0.05], [-0.03, 0.04, 0.03], [-0.08, -0.03, -0.03], [-0.04, -0.06, 0.02], [-0.06, 0.01, 0.13], [-0.03, -0.12, -0.04], [0.03, 0.05, 0.10], [0.02, 0.11, -0.03], [0.01, -0.05, -0.01], [0.01, 0.02, -0.07], [0.06, 0.01, -0.04], [-0.13, 0.00, 0.16], [-0.03, 0.00, 0.00], [0.01, -0.05, 0.01], [0.05, 0.01, -0.03], [0.01, -0.06, 0.00], [0.01, 0.01, -0.09], [0.08, 0.01, -0.06], [0.01, 0.11, 0.10], [0.01, -0.01, -0.01], [-0.01, 0.00, 0.00], [0.01, 0.01, 0.01], [0.01, 0.02, -0.05], [0.00, -0.07, 0.00], [-0.07, -0.04, -0.03], [-0.05, -0.09, -0.11], [-0.18, 0.02, -0.07], [0.12, -0.09, 0.04], [0.08, 0.01, 0.00], [0.04, 0.02, -0.01], [-0.01, 0.08, 0.03], [0.00, 0.02, 0.05], [-0.04, 0.13, 0.15], [0.02, -0.04, 0.11], [0.00, 0.03, -0.14], [-0.02, 0.00, -0.04], [0.00, 0.01, -0.04], [0.07, -0.04, -0.03], [0.00, -0.07, 0.00]],
  "smiles": "C#Cc1c2c(c(C[C@H](C)O)c(OCCOCC)c1C(F)(F)F)C(=O)N(CC(=O)O)C2=O.C[N+](=O)[O-].C[N+](=O)[O-].C[N+](=O)[O-].C[N+](=O)[O-].C[N+](=O)[O-].C[N+](=O)[O-].C[N+](=O)[O-].C[N+](=O)[O-].C[N+](=O)[O-].C[N+](=O)[O-]",
  "total_charge": 0,
  "homo_lumo_gap_ev": 8.75,
  "spin_multiplicity": 1,
  "e_tot_ev": -111716.5580,
  "lumo_ev": -0.5
}